No. 1
Here is the molecule C6H7N from the OMol25 dataset. Energies are from the ωB97M-V functional and the def2-TZVPD basis.

Cartesian coordinates (Å):
1 C 0.754 -1.926 0.492
2 C 0.298 -0.530 0.658
3 C -0.540 1.638 -0.127
4 C 0.762 1.912 -0.752
5 N 1.812 1.988 -1.232
6 C -0.680 0.109 -0.056
7 C -1.677 -0.697 -0.669
8 H 0.026 -2.527 -0.052
9 H 1.663 -1.829 -0.124
10 H 1.065 -2.391 1.431
11 H 0.902 0.082 1.336
12 H -1.334 2.076 -0.736
13 H -0.566 2.118 0.859
14 H -2.485 -0.022 -1.028

Cartesian forces (eV/Å) of the 2 atoms listed first:
-0.15 -0.02 0.03
0.11 -0.06 -0.06

Values from the calculation:
HOMO energy (spin up / spin down): -0.3163 / -0.3163 hartree
orbital gap (spin up / spin down): 7.5 / 7.5 eV

Löwdin population analysis, charges in e, atoms 1 to 4: -0.075, -0.065, -0.150, -0.235

No. 2
Here is the molecule C6H7N from the OMol25 dataset. Energies are from the ωB97M-V functional and the def2-TZVPD basis.

Cartesian coordinates (Å):
1 C 1.376 0.890 0.246
2 C 0.214 1.298 -0.211
3 C -0.991 0.636 -0.337
4 N -1.424 -0.092 0.870
5 C -0.780 -0.910 -0.221
6 C 0.590 -1.389 -0.160
7 C 1.632 -0.571 0.150
8 H 2.238 1.609 0.715
9 H 0.072 2.341 -0.368
10 H -1.876 1.220 -0.846
11 H -2.531 -0.201 0.635
12 H -1.850 -1.359 -0.518
13 H 0.724 -2.452 -0.229
14 H 2.606 -1.021 0.272

Cartesian forces (eV/Å) of the 2 atoms listed first:
3.77 -0.99 1.40
0.64 3.79 0.35

Values from the calculation:
HOMO energy: -0.3123 hartree
orbital gap: 9.2 eV
SMILES string: C1=C[C@@H]2N[C@@H]2C=C1

Löwdin population analysis, charges in e, atoms 1 to 4: -0.081, -0.158, -0.311, 0.015

No. 3
Here is a cluster of 2 separate species, C6H7N in total from the OMol25 dataset. Energies are from the ωB97M-V functional and the def2-TZVPD basis.

Cartesian coordinates (Å):
1 N 2.351 0.616 -0.604
2 C 3.262 0.302 0.067
3 C -0.073 -1.096 -0.289
4 C -0.569 -0.200 -1.163
5 C -1.213 0.895 -0.417
6 C -1.122 0.640 0.900
7 C -0.394 -0.656 1.109
8 H 0.518 -1.976 -0.518
9 H 1.433 0.654 -1.014
10 H -0.482 -0.248 -2.245
11 H -1.679 1.761 -0.874
12 H -1.519 1.246 1.707
13 H 0.509 -0.538 1.726
14 H -1.023 -1.402 1.616

Cartesian forces (eV/Å) of the 2 atoms listed first:
1.00 -0.32 0.78
-0.74 0.42 -0.68

Values from the calculation:
HOMO energy: -0.3334 hartree
orbital gap: 9.9 eV

Löwdin population analysis, charges in e, atoms 1 to 4: 0.042, -0.076, -0.127, -0.142

No. 4
Here is the molecule C6H7N from the OMol25 dataset. Energies are from the ωB97M-V functional and the def2-TZVPD basis.

Cartesian coordinates (Å):
1 C -0.776 -0.499 -1.214
2 C 0.540 -0.383 -1.381
3 C 1.092 -0.258 -0.074
4 C 0.637 1.173 0.511
5 C -0.717 0.967 0.750
6 C -1.019 -0.649 0.270
7 N 0.265 -1.189 0.738
8 H -1.454 -0.427 -1.993
9 H 0.957 -0.016 -2.324
10 H 2.180 -0.381 0.146
11 H 1.175 2.021 0.878
12 H -1.462 1.704 1.230
13 H -1.717 -1.340 0.626
14 H 0.299 -0.722 1.836

Cartesian forces (eV/Å) of the 2 atoms listed first:
1.27 -1.39 0.88
-1.32 0.68 -2.58

Values from the calculation:
HOMO energy: -0.3123 hartree
orbital gap: 9.5 eV
SMILES string: C1=C[C@H]2C=C[C@@H]1N2

Löwdin population analysis, charges in e, atoms 1 to 4: -0.053, -0.092, -0.350, -0.035

No. 5
Here is the molecule C6H7N from the OMol25 dataset. Energies are from the ωB97M-V functional and the def2-TZVPD basis.

Cartesian coordinates (Å):
1 N -0.512 3.237 -0.394
2 C -0.444 2.131 -0.056
3 C -0.206 0.753 0.409
4 C 1.154 0.238 -0.131
5 C 0.969 -1.256 -0.079
6 C -0.318 -1.586 -0.048
7 C -1.210 -0.359 -0.019
8 H -0.179 0.794 1.504
9 H 1.293 0.568 -1.172
10 H 2.003 0.614 0.445
11 H 1.803 -1.949 -0.089
12 H -0.688 -2.609 -0.018
13 H -1.597 -0.078 -1.005
14 H -2.068 -0.499 0.652

Cartesian forces (eV/Å) of the 2 atoms listed first:
-0.06 -1.21 0.31
-0.12 0.80 -0.22

Values from the calculation:
HOMO energy: -0.3604 hartree
orbital gap: 10.7 eV
SMILES string: N#CC1CC=CC1

Löwdin population analysis, charges in e, atoms 1 to 4: 0.142, -0.194, -0.296, -0.152

No. 6
Here is the molecule C6H7N from the OMol25 dataset. Energies are from the ωB97M-V functional and the def2-TZVPD basis.

Cartesian coordinates (Å):
1 C 2.131 -0.511 -0.896
2 C 1.411 -0.364 0.059
3 C 0.222 -0.054 0.795
4 C -0.008 1.501 0.874
5 C -0.616 -1.161 -0.177
6 C -1.824 -0.496 -0.567
7 N -2.681 0.232 -0.831
8 H 2.260 -0.873 -1.886
9 H 0.055 -0.478 1.786
10 H 0.861 2.045 0.476
11 H -0.883 1.796 0.295
12 H -0.162 1.869 1.902
13 H -0.135 -1.560 -1.096
14 H -0.760 -2.051 0.439

Cartesian forces (eV/Å) of the 2 atoms listed first:
-0.25 -0.20 0.12
1.70 0.46 0.01

Values from the calculation:
HOMO energy: -0.3592 hartree
orbital gap: 10.6 eV
SMILES string: C#C[C@@H](C)CC#N

Löwdin population analysis, charges in e, atoms 1 to 4: 0.091, -0.179, -0.265, -0.040

No. 7
Here is the ion C6H7N2O2 with charge -1 from the OMol25 dataset. Energies are from the ωB97M-V functional and the def2-TZVPD basis.

Cartesian coordinates (Å):
1 C -1.474 2.654 -0.308
2 C -1.289 1.555 0.180
3 C -1.281 0.247 0.545
4 C -0.056 -0.629 0.654
5 C 0.908 -0.616 -0.578
6 C 1.811 0.539 -0.527
7 N 2.532 0.975 0.460
8 O 2.523 0.463 1.643
9 N -2.424 -0.421 0.652
10 O -3.588 0.143 0.534
11 H -1.717 3.671 -0.393
12 H 0.546 -0.149 1.430
13 H -0.231 -1.720 0.942
14 H 0.181 -0.744 -1.375
15 H 1.603 -1.430 -0.664
16 H 1.763 1.221 -1.405
17 H -2.284 -1.386 0.664

Cartesian forces (eV/Å) of the 2 atoms listed first:
0.23 -1.69 1.40
-0.53 3.48 -1.37

Values from the calculation:
net charge: -1
HOMO energy: -0.0871 hartree
orbital gap: 5.6 eV
SMILES string: C#C/C(CC/C=N\[O-])=[NH+]\[O-]

Löwdin population analysis, charges in e, atoms 1 to 4: 0.173, -0.061, -0.249, -0.146

No. 8
Here is the ion C6H7N2S2 with charge +1 from the OMol25 dataset. Energies are from the ωB97M-V functional and the def2-TZVPD basis.

Cartesian coordinates (Å):
1 S 3.342 0.459 -0.147
2 C 1.905 -0.675 -0.177
3 C 0.633 0.160 -0.066
4 N 0.593 1.492 0.050
5 C -0.725 1.994 0.085
6 C -1.508 0.848 0.021
7 S -3.178 0.454 -0.029
8 C -2.813 -1.214 -0.021
9 C -1.478 -1.427 -0.131
10 N -0.736 -0.272 -0.122
11 H 3.977 0.206 1.032
12 H 1.814 -1.520 0.663
13 H 1.809 -1.337 -1.013
14 H 1.514 1.921 -0.021
15 H -0.752 3.071 0.062
16 H -3.558 -1.921 0.028
17 H -0.837 -2.241 -0.216

Cartesian forces (eV/Å) of the 2 atoms listed first:
0.30 -0.57 -0.23
-1.56 -1.25 2.95

Values from the calculation:
net charge: +1
HOMO energy: -0.4526 hartree
orbital gap: 8.9 eV
SMILES string: SCc1[nH+]cc2sccn12

Löwdin population analysis, charges in e, atoms 1 to 4: 0.797, -0.436, -0.219, 0.090

No. 9
Here is the molecule C6H7N3 from the OMol25 dataset. Energies are from the ωB97M-V functional and the def2-TZVPD basis.

Cartesian coordinates (Å):
1 C -1.477 -0.608 0.191
2 C -0.304 0.129 -0.677
3 C -1.175 1.152 -1.359
4 N -1.631 1.797 -2.163
5 C 0.323 -0.845 -1.628
6 N 0.842 -1.545 -2.372
7 C 0.720 0.824 0.284
8 C 1.151 0.150 1.537
9 N 2.011 0.201 0.399
10 H -2.233 -1.166 -0.373
11 H -1.032 -1.317 0.888
12 H -1.993 0.212 0.799
13 H 0.736 1.885 0.322
14 H 0.693 -0.810 1.830
15 H 1.354 0.728 2.371
16 H 2.016 -0.788 -0.050

Cartesian forces (eV/Å) of the 2 atoms listed first:
0.44 0.88 0.79
-2.75 -0.09 1.50

Values from the calculation:
HOMO energy: -0.3735 hartree
orbital gap: 10.6 eV
SMILES string: CC(C#N)(C#N)[C@H]1CN1

Löwdin population analysis, charges in e, atoms 1 to 4: -0.024, -0.348, -0.197, 0.191

No. 10
Here is the molecule C6H7N3 from the OMol25 dataset. Energies are from the ωB97M-V functional and the def2-TZVPD basis.

Cartesian coordinates (Å):
1 N -4.089 -1.176 -0.062
2 C -3.110 -0.563 0.073
3 C -2.174 0.459 0.251
4 C -1.015 0.716 -0.344
5 C -0.084 1.698 0.110
6 C 1.226 1.417 0.162
7 C 1.664 0.072 -0.115
8 N 1.029 -1.024 0.122
9 N 1.497 -2.254 -0.270
10 H -2.369 1.077 1.168
11 H -0.690 0.144 -1.240
12 H -0.569 2.543 0.696
13 H 2.082 2.187 0.313
14 H 2.599 -0.099 -0.616
15 H 2.499 -2.167 -0.613
16 H 1.506 -3.030 0.367

Cartesian forces (eV/Å) of the 2 atoms listed first:
1.41 0.22 0.25
-2.33 -0.67 -1.02

Values from the calculation:
HOMO energy: -0.3148 hartree
orbital gap: 8.2 eV
SMILES string: N#C/C=C/C=C\C=N\N

Löwdin population analysis, charges in e, atoms 1 to 4: 0.139, -0.234, -0.129, -0.146

No. 11
Here is the molecule C6H7N3O from the OMol25 dataset. Energies are from the ωB97M-V functional and the def2-TZVPD basis.

Cartesian coordinates (Å):
1 C -3.679 -0.112 -0.040
2 C -2.789 0.872 -0.256
3 C -1.752 -0.978 0.340
4 C -0.331 0.980 -0.179
5 C 0.941 0.371 -0.009
6 C 3.401 -0.897 0.235
7 N -2.993 -1.278 0.265
8 N -1.540 0.334 -0.181
9 N 1.117 -0.797 -0.439
10 O 2.277 -1.483 -0.360
11 H -4.700 0.076 -0.004
12 H -2.857 1.804 -0.652
13 H -0.269 1.997 -0.271
14 H 1.795 1.095 0.408
15 H 4.286 -1.462 0.416
16 H 3.243 -0.564 1.174
17 H 3.850 0.041 -0.446

Cartesian forces (eV/Å) of the 2 atoms listed first:
1.45 0.17 0.16
0.36 -1.18 -0.30

Values from the calculation:
HOMO energy (spin up / spin down): -0.3387 / -0.2786 hartree
orbital gap (spin up / spin down): 8.5 / 6.4 eV

Löwdin population analysis, charges in e, atoms 1 to 4: -0.128, -0.093, 0.005, -0.038

No. 12
Here is a structure of composition C6H7N3O2 from the OMol25 dataset. Energies are from the ωB97M-V functional and the def2-TZVPD basis.

Cartesian coordinates (Å):
1 C 2.337 -1.360 2.637
2 C 1.011 0.572 1.988
3 C 0.354 0.584 0.666
4 C -0.987 0.751 -1.009
5 C -2.524 0.389 -1.638
6 C 0.126 -0.142 -1.349
7 H 2.112 -1.868 3.620
8 H 2.938 -2.018 1.632
9 H 3.187 -0.459 3.600
10 H 0.635 1.131 2.764
11 H 2.289 0.604 1.894
12 H -0.359 -0.181 -3.416
13 H 1.245 -0.347 -2.927
14 N -0.810 1.186 0.288
15 N -3.491 0.378 -2.246
16 N 0.215 -0.654 -2.667
17 O 0.833 -0.842 2.539
18 O 1.000 -0.158 -0.361

Cartesian forces (eV/Å) of the 2 atoms listed first:
-0.62 -0.15 3.42
4.18 -3.83 -1.60

Values from the calculation:
HOMO energy: -0.3197 hartree
orbital gap: 8.8 eV

Löwdin population analysis, charges in e, atoms 1 to 4: -0.121, -0.119, -0.255, -0.156

Result set for energy above the lowest of the compared OMol25 structures with the same formula, charge and spin: 4.752; 4.209; 2.471; 4.269; 0.910; 3.921; 6.470; 0.000; 2.646; 3.251; 7.518; 8.167 eV, one per record in the order listed.